19
Properties=species:S:1:pos:R:3 method="wB97M-V/def2-TZVPD" de_lowest_kj_mol=29.5 multiplicity=1 fmax_ha_per_bohr=0.0948 homo_energy_ev=-13.24 total_energy_ev=-37330.71374 total_charge=+1
C 0.13470 0.03352 0.10082
C -1.21420 -0.31717 0.30502
C 0.87248 -0.93866 0.72835
C 3.03330 -0.43523 -0.05358
C 1.59837 1.46457 -0.33356
C -2.40126 0.38272 -0.42808
N -1.26030 -1.45402 0.96749
N -0.00684 -1.83215 1.17797
N 2.23681 -1.10760 0.74377
N 2.71604 0.68379 -0.77206
Cl 4.70812 -0.97367 -0.30355
Cl 1.82353 2.37650 1.10640
H 1.43852 2.16210 -1.20700
H -2.86195 0.82789 0.45381
H -1.91105 1.08381 -1.04027
H -2.96450 -0.40552 -0.90312
H 0.19428 -2.72826 1.78338
H 2.57261 -1.88940 1.25383
H 3.47398 1.10500 -1.26183

***

16
Properties=species:S:1:pos:R:3 method="wB97M-V/def2-TZVPD" de_lowest_kj_mol=54.4 multiplicity=1 fmax_ha_per_bohr=0.0865 smiles="CN1C=CC=C[C@]1(Cl)I" homo_energy_ev=-7.88 total_energy_ev=-28446.56945
C -0.30415 -0.87412 1.93390
N 0.05960 -0.29043 0.69289
C 1.27209 0.28253 0.38020
C 1.47791 0.97974 -0.74696
C 0.61397 0.88936 -1.84880
C -0.57318 0.29932 -1.75171
C -0.96365 -0.30325 -0.24967
Cl -1.18921 -2.07686 -0.82212
I -2.88877 0.52122 0.42294
H 0.64059 -0.89257 2.60431
H -1.18123 -0.27397 2.46206
H -0.83010 -1.78662 1.78541
H 1.99345 0.40821 1.30948
H 2.40311 1.44037 -0.92481
H 0.86427 1.39541 -2.75344
H -1.39469 0.28169 -2.49370